[1]
{"formula": "C2H6N3O", "method": "the ωB97M-V functional and the def2-TZVPD basis", "charge": 1, "orbital_gap_ev": 9.9911, "elements": ["C", "C", "N", "N", "N", "O", "H", "H", "H", "H", "H", "H"], "positions_angstrom": [[-1.4681, 0.8880, 0.1416], [2.3405, -0.6854, 0.3616], [-1.7506, -0.2276, -0.1036], [-0.6901, 1.8877, 0.4738], [-2.3233, -1.0374, -0.8970], [1.2724, -0.2058, 0.1103], [3.3044, -0.3734, -0.3149], [2.3770, -1.3192, 1.2015], [-1.0045, 2.7157, 0.8689], [0.2263, 1.8535, 0.2478], [-2.4392, -0.6907, -1.8344], [-2.4004, -1.9968, -0.5649]], "lowdin_charge": [-0.02, -0.09, 0.07, 0.25, 0.14, -0.05, 0.15, 0.07, 0.12, 0.07, 0.15, 0.16]}

[2]
{"formula": "C2H6N3O2", "method": "the ωB97M-V functional and the def2-TZVPD basis", "charge": -1, "multiplicity": 3, "orbital_gap_ev": [4.0249, 7.4329], "elements": ["C", "C", "N", "N", "N", "O", "O", "H", "H", "H", "H", "H", "H"], "positions_angstrom": [[-0.6550, 1.4600, -0.3975], [0.2758, 0.3066, -0.3557], [-0.5981, -0.9037, -0.4213], [0.9595, 0.3445, 0.9420], [-0.0435, -2.0390, -0.1553], [1.1889, -2.1483, -0.0871], [-0.8812, -2.8941, 0.0876], [-1.3333, 1.4462, 0.4522], [-1.2042, 1.4480, -1.3885], [-0.1048, 2.3949, -0.4071], [0.9872, 0.3544, -1.1474], [1.0821, -0.6056, 1.2855], [0.3265, 0.8361, 1.5925]], "lowdin_charge": [-0.12, -0.49, 0.13, 0.03, -0.67, -0.18, -0.11, 0.06, 0.08, 0.06, 0.11, 0.04, 0.05]}

[3]
{"formula": "C2H6N3O2S", "method": "the ωB97M-V functional and the def2-TZVPD basis", "charge": 1, "orbital_gap_ev": [10.5365, 5.3728], "elements": ["C", "C", "N", "N", "N", "O", "O", "S", "H", "H", "H", "H", "H", "H"], "positions_angstrom": [[0.2979, 1.3008, 0.0655], [0.3710, -1.1266, 0.4325], [0.9796, 0.2080, 0.3613], [1.3203, 2.8408, 0.1415], [-0.5166, -1.4287, -0.7503], [-2.2249, -0.2964, 1.0868], [-0.8931, 1.3032, -0.4027], [-2.0844, 0.0606, -0.3115], [1.0491, -1.9324, 0.3753], [-0.3613, -1.3435, 1.1894], [1.7217, 0.4872, 0.9808], [0.8071, 3.2290, -0.6322], [-0.0849, -0.9097, -1.5051], [-0.3816, -2.3923, -1.0313]], "lowdin_charge": [-0.25, -0.16, 0.14, 0.29, -0.08, -0.43, -0.21, 1.07, 0.13, 0.11, 0.16, 0.01, 0.09, 0.12]}